#one
The following is a DFT calculation (ωB97M-V/def2-TZVPD) of a cluster of 11 separate species, H22O11 in total.

Summary:
Gap between HOMO and LUMO   9.2743 eV

Geometry as XYZ:
```
33
Properties=species:S:1:pos:R:3:mulliken_charge:R:1
O -1.29 -0.01 -0.76 -0.607
H -1.60 -0.74 -0.12 0.280
H -0.97 0.62 -0.16 0.302
O 0.20 1.18 4.17 -0.592
H 0.60 1.67 3.41 0.315
H 0.31 0.29 4.06 0.289
O 0.82 -3.17 0.10 -0.576
H 0.00 -3.42 -0.35 0.264
H 0.79 -3.71 0.92 0.306
O 1.61 0.15 0.16 -0.675
H 0.84 -0.42 0.24 0.288
H 1.59 0.59 0.97 0.280
O 3.23 -2.22 -0.69 -0.581
H 3.51 -3.19 -0.71 0.296
H 2.62 -2.22 0.06 0.310
O -3.65 -1.65 -1.72 -0.600
H -3.73 -2.66 -1.88 0.320
H -4.62 -1.52 -1.89 0.305
O -2.40 2.93 -2.53 -0.651
H -2.42 1.94 -2.22 0.333
H -2.80 3.43 -1.81 0.304
O -0.31 4.14 3.38 -0.585
H -1.00 4.76 2.96 0.328
H -0.44 3.41 2.80 0.251
O -2.77 -3.80 0.20 -0.586
H -2.01 -4.26 0.47 0.254
H -2.51 -2.90 0.48 0.335
O 3.82 1.20 -0.68 -0.598
H 2.90 1.02 -0.42 0.434
H 4.38 1.12 0.01 0.245
O 1.91 2.63 -2.47 -0.600
H 2.23 1.89 -3.08 0.318
H 1.17 2.91 -2.89 0.293
```

***

#two
The following is a DFT calculation (ωB97M-V/def2-TZVPD) of a structure of composition H22O11.

Summary:
Gap between HOMO and LUMO   8.9305 eV

Geometry as XYZ:
```
33
Properties=species:S:1:pos:R:3:mulliken_charge:R:1
O -12.31 33.59 13.20 -0.742
H -12.86 32.88 12.87 0.365
H -11.42 33.22 13.22 0.426
O -8.45 31.98 13.65 -0.663
H -8.21 32.89 13.48 0.313
H -9.33 32.03 14.02 0.606
O -9.54 31.19 12.17 -0.964
H -9.22 31.60 11.37 0.242
H -9.21 31.75 12.87 0.322
O -10.25 33.05 13.71 -1.008
H -9.98 33.96 13.55 0.472
H -10.25 32.97 14.66 0.375
O -11.85 31.83 12.27 -0.769
H -12.25 32.41 11.62 0.538
H -12.42 31.05 12.26 0.364
O -12.32 30.63 15.14 -0.831
H -11.54 30.83 14.62 0.430
H -12.95 31.32 14.91 0.255
O -10.62 33.07 11.20 -0.765
H -10.20 32.45 10.60 0.301
H -10.89 32.54 11.95 0.584
O -9.42 28.41 12.47 -0.644
H -10.29 28.78 12.64 0.349
H -9.12 28.86 11.68 0.202
O -9.57 29.74 14.82 -0.506
H -9.33 29.01 15.39 0.323
H -10.27 29.40 14.27 0.099
O -10.97 30.77 13.64 0.031
H -10.13 30.59 13.22 0.035
H -11.27 31.59 13.24 -0.091
O -11.29 28.64 13.44 -0.760
H -11.87 28.48 12.69 0.394
H -11.32 29.58 13.58 0.715
```

***

#three
The following is a DFT calculation (ωB97M-V/def2-TZVPD) of a cluster of 11 separate species, H22O11 in total.

Summary:
Gap between HOMO and LUMO   9.0774 eV

Geometry as XYZ:
```
33
Properties=species:S:1:pos:R:3:mulliken_charge:R:1
O -0.31 0.90 -0.83 -0.529
H 0.31 0.27 -1.23 0.252
H -0.51 0.51 0.03 0.298
O 4.71 -0.64 -0.88 -0.603
H 5.21 -1.27 -0.35 0.330
H 3.82 -0.66 -0.50 0.264
O -4.91 -0.98 0.38 -0.656
H -4.57 -0.40 -0.30 0.431
H -4.50 -0.66 1.19 0.287
O 0.68 3.11 1.86 -0.574
H -0.13 3.13 2.38 0.290
H 1.20 3.85 2.20 0.281
O -2.37 -0.25 -2.59 -0.574
H -2.08 -0.15 -3.50 0.280
H -2.06 -1.12 -2.33 0.298
O 2.91 -2.15 -2.66 -0.572
H 2.52 -1.49 -2.09 0.266
H 2.28 -2.88 -2.64 0.314
O 1.86 -2.20 1.02 -0.568
H 1.55 -1.53 0.39 0.259
H 1.15 -2.85 1.03 0.285
O 1.65 1.38 2.92 -0.567
H 2.40 0.90 2.55 0.280
H 2.05 2.05 3.48 0.304
O 0.77 4.37 -1.09 -0.617
H 0.24 4.17 -1.87 0.306
H 1.16 3.52 -0.85 0.304
O -3.73 1.45 -0.67 -0.639
H -3.04 0.78 -0.72 0.255
H -3.86 1.59 0.28 0.311
O -1.33 -4.18 2.15 -0.619
H -1.81 -4.95 1.84 0.331
H -1.24 -3.62 1.37 0.293
```

***

#three is favored, and the nearest alternative lies 0.485 eV above it.

***

#one
The following is a DFT calculation (ωB97M-V/def2-TZVPD) of a cluster of 11 separate species, H22O11 in total.

Summary:
Gap between HOMO and LUMO   9.7854 eV

Geometry as XYZ:
```
33
Properties=species:S:1:pos:R:3:mulliken_charge:R:1
O -14.91 -13.25 -1.06 -0.610
H -14.34 -13.74 -0.62 0.227
H -14.27 -12.94 -1.75 0.406
O -16.06 -13.47 -3.66 -0.689
H -16.24 -13.98 -4.54 0.313
H -16.45 -13.88 -2.92 0.435
O -16.84 -14.80 -1.56 -0.854
H -16.10 -14.52 -1.16 0.424
H -16.58 -15.75 -1.96 0.341
O -15.07 -16.18 0.08 -0.618
H -16.08 -15.86 -0.02 0.325
H -15.24 -17.02 -0.26 0.317
O -16.06 -10.71 -0.30 -0.632
H -15.76 -11.66 -0.24 0.332
H -15.22 -10.29 -0.46 0.286
O -11.28 -14.35 -2.21 -0.735
H -12.18 -14.63 -2.59 0.701
H -10.56 -15.02 -2.19 0.276
O -13.23 -15.53 -2.94 -0.751
H -13.61 -16.37 -2.73 0.496
H -13.95 -14.99 -2.99 0.283
O -13.59 -13.87 -5.27 -0.774
H -13.24 -14.74 -4.96 0.364
H -13.29 -13.36 -4.41 0.441
O -13.30 -13.24 -3.08 -0.899
H -13.48 -12.31 -3.12 0.504
H -14.23 -13.39 -3.40 0.108
O -13.13 -13.93 0.95 -0.646
H -13.78 -13.69 1.55 0.316
H -13.25 -14.94 0.86 0.316
O -13.40 -16.98 -1.23 -0.828
H -12.52 -16.60 -1.05 0.339
H -13.89 -16.17 -0.95 0.486
```

***

#two
The following is a DFT calculation (ωB97M-V/def2-TZVPD) of a cluster of 11 separate species, H22O11 in total.

Summary:
Gap between HOMO and LUMO   10.0103 eV

Geometry as XYZ:
```
33
Properties=species:S:1:pos:R:3:mulliken_charge:R:1
O -1.62 -0.68 2.98 -0.702
H -0.67 -0.68 2.74 0.343
H -2.00 0.08 3.40 0.295
O 3.47 -0.25 -0.15 -0.666
H 4.26 0.25 0.12 0.331
H 2.98 0.58 0.15 0.297
O -4.67 1.17 -2.27 -0.618
H -4.09 0.65 -2.83 0.300
H -5.21 0.53 -1.82 0.319
O 2.46 2.64 1.20 -0.633
H 2.86 2.88 2.05 0.319
H 2.27 3.48 0.68 0.329
O 0.96 -2.29 0.08 -0.534
H 0.73 -2.29 -0.89 0.225
H 1.66 -1.61 0.23 0.326
O 2.06 1.58 -2.95 -0.638
H 3.02 1.45 -3.03 0.336
H 1.94 1.19 -2.06 0.316
O -2.27 -0.12 -0.73 -0.685
H -1.60 -0.84 -0.45 0.358
H -2.84 -0.60 -1.42 0.282
O -3.45 1.31 1.50 -0.605
H -3.21 0.69 0.78 0.402
H -2.82 1.08 2.19 0.282
O -0.37 -2.67 2.52 -0.661
H -1.22 -2.32 2.24 0.362
H -0.02 -2.94 1.61 0.320
O -1.30 -2.83 -1.77 -0.631
H -0.44 -2.73 -2.18 0.315
H -1.32 -3.71 -1.37 0.325
O 4.37 2.09 -0.42 -0.578
H 5.18 2.45 0.04 0.292
H 3.93 2.96 -0.52 0.278
```

***

#two is favored, and the nearest alternative lies 3.173 eV above it.

***

#one
The following is a DFT calculation (ωB97M-V/def2-TZVPD) of the molecule CH4N3P.

Summary:
Gap between HOMO and LUMO   9.8927 eV

Geometry as XYZ:
```
9
Properties=species:S:1:pos:R:3:mulliken_charge:R:1
C 0.47 0.58 0.85 -0.436
N 0.56 -0.85 0.89 -0.213
N 0.25 -1.50 -0.08 -0.243
N -0.29 -0.79 -1.02 -0.001
P -0.29 0.96 -0.90 -0.021
H -0.01 0.92 1.67 0.339
H 1.51 0.80 0.79 0.273
H -0.43 -1.13 -1.94 0.260
H -1.78 1.02 -0.25 0.040
```

***

#two
The following is a DFT calculation (ωB97M-V/def2-TZVPD) of a cluster of 2 separate species, CH4N3P in total.

Summary:
Gap between HOMO and LUMO   9.9936 eV

Geometry as XYZ:
```
9
Properties=species:S:1:pos:R:3:mulliken_charge:R:1
C 0.48 -0.43 0.17 -0.153
N -0.27 -1.49 -0.03 -0.210
N -1.27 -1.27 -0.78 -0.373
N -1.29 -0.03 -1.28 0.075
P -0.05 0.94 -0.70 -0.025
H 1.19 -0.46 0.95 0.393
H -2.03 0.15 -2.06 0.294
H 1.62 1.20 2.24 0.196
H 1.63 1.40 1.50 -0.197
```

***

#three
The following is a DFT calculation (ωB97M-V/def2-TZVPD) of the molecule CH4N3P.

Summary:
Gap between HOMO and LUMO   10.1103 eV

Geometry as XYZ:
```
9
Properties=species:S:1:pos:R:3:mulliken_charge:R:1
N 3.43 0.08 -0.45 -0.356
C 2.39 -0.05 0.01 0.232
P 0.77 -0.33 0.91 0.175
N 0.10 1.11 0.32 -0.585
N 0.03 -1.44 -0.21 -0.512
H 0.32 2.00 0.91 0.261
H -0.93 0.87 0.23 0.295
H -0.09 -1.06 -1.18 0.273
H -0.06 -2.46 -0.05 0.217
```

***

#three is favored, and the nearest alternative lies 2.163 eV above it.

***

#one
The following is a DFT calculation (ωB97M-V/def2-TZVPD) of the molecule C6H13N.

Summary:
Gap between HOMO and LUMO   8.8574 eV

Geometry as XYZ:
```
20
Properties=species:S:1:pos:R:3:mulliken_charge:R:1
C 1.22 -1.95 -2.05 -1.367
C 0.93 -1.08 -0.84 -0.104
C 1.03 0.44 -1.19 -0.573
C 0.77 1.18 0.18 -0.801
C -0.68 1.11 0.56 -0.444
C -1.09 0.34 1.58 -0.038
N -2.34 0.39 2.18 -0.484
H 1.20 -3.04 -1.90 0.332
H 2.07 -1.72 -2.72 0.330
H 0.39 -1.73 -2.78 0.311
H 1.81 -1.36 -0.22 0.195
H -0.04 -1.25 -0.39 0.255
H 2.06 0.71 -1.51 0.315
H 0.32 0.64 -2.01 0.422
H 0.97 2.23 0.01 0.332
H 1.41 0.68 0.93 0.343
H -1.24 1.82 -0.05 0.260
H -0.28 -0.29 1.94 0.298
H -3.14 0.68 1.66 0.201
H -2.36 -0.25 2.95 0.216
```

***

#two
The following is a DFT calculation (ωB97M-V/def2-TZVPD) of the molecule C6H13N.

Summary:
Gap between HOMO and LUMO   9.5075 eV

Geometry as XYZ:
```
20
Properties=species:S:1:pos:R:3:mulliken_charge:R:1
C 1.73 -1.62 -0.06 -1.067
C 1.52 -0.13 -0.41 -0.571
C 0.13 0.37 -0.40 0.254
C -0.33 1.16 -1.58 -1.445
C -0.71 0.16 0.63 0.659
C -2.17 0.50 0.51 -1.234
N -0.53 -0.20 2.03 -0.629
H 2.67 -1.83 0.35 0.285
H 1.79 -2.28 -1.04 0.255
H 0.84 -2.05 0.45 0.315
H 2.19 0.55 0.21 0.303
H 1.95 0.01 -1.43 0.293
H -0.39 0.46 -2.48 0.289
H -1.38 1.44 -1.46 0.357
H 0.23 2.09 -1.70 0.303
H -2.65 0.40 1.56 0.337
H -2.41 1.60 0.25 0.349
H -2.76 -0.12 -0.06 0.326
H 0.18 0.51 2.59 0.305
H 0.09 -1.01 2.06 0.314
```

***

#one is favored, and the nearest alternative lies 0.825 eV above it.